Entry from the OMol25 dataset: 3 unconnected molecules or ions with the total composition C23H44N2O6S (ωB97M-V/def2-TZVPD).

```
76
Properties=species:S:1:pos:R:3:forces:R:3:lowdin_charge:R:1
C 5.385681 -0.360954 -1.329151 0.035 -0.081 -0.035 -0.1183
S 4.760049 -1.690440 -2.305700 0.353 -0.473 0.003 0.6610
O 5.294521 -2.928592 -1.794121 -0.196 0.317 0.002 -0.3079
O 4.907393 -1.389278 -3.708722 -0.035 0.066 0.227 -0.3098
C 2.983004 -1.668547 -1.960268 -1.149 -0.240 -0.156 -0.3359
C 2.160776 -1.001032 -3.075092 0.115 0.473 0.846 -0.1119
C 0.893403 -0.721512 -2.244091 -0.115 -0.463 -0.174 -0.0535
C 1.597320 -0.072643 -1.087282 -0.077 -0.015 0.001 -0.4592
O 1.448004 0.971326 -0.537441 -0.212 -0.208 0.256 0.1573
O 2.657437 -0.914697 -0.777943 0.450 0.349 -0.423 -0.0340
H 5.017541 0.584992 -1.726410 0.048 -0.051 0.104 0.0825
H 5.072446 -0.527783 -0.299110 0.083 0.115 -0.068 0.0583
H 6.469721 -0.442583 -1.425826 -0.074 0.095 0.001 0.0833
H 2.633507 -2.694563 -1.795399 0.503 -0.058 -0.118 0.1518
H 2.068256 -1.556505 -4.003155 0.005 -0.038 0.151 0.1329
H 2.637547 -0.024011 -3.224109 -0.026 -0.200 -0.658 0.1308
H 0.508852 -1.680764 -1.871099 -0.157 0.132 -0.125 0.1387
H 0.066541 -0.183359 -2.700798 0.287 0.279 0.053 0.1263
C 1.778931 0.711803 6.208615 -0.018 -0.087 -0.077 -0.0300
C 3.209740 0.968055 5.686365 -0.543 -0.110 0.558 -0.4877
C 3.316401 2.363525 5.065799 0.084 0.150 -0.229 -0.1351
C 2.615425 2.487291 3.713592 0.026 -0.095 0.039 -0.1688
C 3.085824 1.399523 2.748462 0.087 0.291 0.037 -0.1255
C 2.956714 -0.011144 3.324904 -0.613 -0.405 -0.202 -0.4846
N 3.611473 -0.058030 4.672074 0.945 0.838 -0.477 -0.0972
O 4.895696 -0.168198 4.577812 -0.447 -0.312 0.176 -0.0236
C 1.479257 -0.425734 3.394027 -0.034 0.036 0.122 -0.0252
C 3.645048 -1.016417 2.413388 0.240 -0.104 -0.067 -0.0365
C 4.150016 0.862616 6.881117 0.214 -0.005 -0.001 -0.0475
H 1.021165 1.287577 5.679613 0.014 -0.034 -0.044 0.0683
H 1.517629 -0.343564 6.140385 0.019 -0.004 0.017 0.0848
H 1.711574 0.993031 7.258928 0.070 0.060 -0.001 0.0804
H 4.375006 2.610212 4.937486 0.019 -0.092 0.005 0.1242
H 2.908824 3.087984 5.775382 -0.009 -0.011 0.030 0.1246
H 1.529696 2.445249 3.835637 0.000 -0.030 0.011 0.1021
H 2.833508 3.467288 3.285305 -0.033 0.013 -0.002 0.1127
H 2.520647 1.447944 1.815766 -0.007 -0.039 -0.025 0.1080
H 4.134731 1.582465 2.492599 0.029 -0.077 0.076 0.1266
H 1.370804 -1.383829 3.904463 0.013 -0.005 -0.002 0.0925
H 1.098160 -0.538295 2.378511 0.072 0.000 -0.036 0.0839
H 0.840197 0.300089 3.888636 0.029 -0.002 0.009 0.0602
H 4.683571 -0.747585 2.226395 -0.004 -0.002 0.082 0.0774
H 3.121525 -1.056356 1.458242 -0.012 0.054 0.132 0.0626
H 3.631862 -2.015262 2.853484 0.005 0.025 0.033 0.0973
H 4.121121 -0.138840 7.312951 -0.013 -0.004 -0.012 0.0937
H 3.829417 1.576014 7.640714 -0.054 0.007 0.002 0.0856
H 5.178524 1.090928 6.613362 -0.017 -0.063 -0.051 0.0775
C -6.035012 -0.337408 -1.396340 -0.004 -0.091 -0.083 -0.0282
C -4.647376 0.102683 -1.911949 -0.514 -0.215 0.588 -0.4844
C -4.711983 1.512016 -2.505798 0.080 0.158 -0.224 -0.1338
C -5.424740 1.577243 -3.854994 0.019 -0.085 0.029 -0.1714
C -4.823679 0.575080 -4.839024 0.074 0.285 0.077 -0.1325
C -4.779206 -0.853268 -4.292842 -0.542 -0.535 -0.229 -0.4952
N -4.122715 -0.849531 -2.945336 0.809 1.066 -0.468 -0.0938
O -2.835455 -0.797286 -3.040157 -0.312 -0.395 0.169 -0.0386
C -6.194574 -1.447231 -4.233833 -0.019 0.035 0.137 -0.0332
C -3.969669 -1.746566 -5.224884 0.204 0.016 -0.039 -0.0435
C -3.699977 0.092327 -0.717672 0.219 0.009 -0.013 -0.0448
H -6.858603 0.150461 -1.914956 0.016 -0.029 -0.044 0.0692
H -6.165100 -1.415377 -1.483679 0.019 -0.002 0.018 0.0859
H -6.134896 -0.085853 -0.341370 0.061 0.069 0.000 0.0820
H -3.691837 1.889574 -2.627272 0.029 -0.086 0.005 0.1247
H -5.204547 2.166486 -1.782965 -0.006 -0.012 0.032 0.1265
H -6.496654 1.399771 -3.734800 0.003 -0.031 0.012 0.1021
H -5.328783 2.585013 -4.262675 -0.031 0.008 0.000 0.1133
H -5.392851 0.571137 -5.771174 -0.002 -0.032 -0.019 0.1246
H -3.806677 0.890878 -5.091340 0.033 -0.073 0.060 0.1248
H -6.183860 -2.421120 -3.743074 0.010 -0.005 -0.005 0.0924
H -6.561665 -1.587104 -5.250505 0.070 -0.006 -0.036 0.0885
H -6.916352 -0.815886 -3.724313 0.028 0.002 0.013 0.0590
H -2.972396 -1.352429 -5.404481 -0.006 0.002 0.065 0.0776
H -4.485989 -1.815556 -6.182403 -0.050 0.002 0.002 0.0877
H -3.871615 -2.751813 -4.813286 -0.011 0.006 0.016 0.0922
H -3.605466 -0.912678 -0.303520 -0.017 -0.005 -0.009 0.0942
H -4.105367 0.746619 0.053952 -0.052 0.000 0.004 0.0876
H -2.707435 0.452425 -0.977610 -0.012 -0.052 -0.046 0.0737
```
Forces are in eV/Å.

Output
Kohn-Sham gap (alpha / beta)	8.65 / 9.31	eV
calculated total energy	-1861.774701	Eh
2S+1	3

Entry from the OMol25 dataset: a molecular structure, C23H45AlNO4 (ωB97M-V/def2-TZVPD).

```
74
Properties=species:S:1:pos:R:3:forces:R:3:lowdin_charge:R:1
C 2.598699 4.922320 -2.776174 -0.016 -0.026 -0.192 -0.0821
C 1.582404 5.581778 -1.876914 0.035 0.131 0.256 -0.5508
O 0.572615 6.138649 -2.736689 0.119 0.041 -0.182 -0.0827
C 0.975097 4.655190 -0.835070 -0.694 -0.215 -0.512 -0.1972
Al -0.341854 3.288895 -1.639204 0.247 -0.026 -0.388 0.3986
C -0.134793 1.461939 -0.808781 -0.135 0.174 0.369 -0.2561
C -0.544999 1.377820 0.677417 -0.063 -0.106 -0.242 -0.2778
C -2.053766 1.110338 0.853651 0.264 0.014 -0.163 -0.2194
C -2.365197 -0.167101 1.621766 -0.466 0.379 0.154 -0.2134
C -1.900307 -0.145711 3.089304 0.052 -0.140 -0.253 -0.2030
C -0.684361 -1.019124 3.401256 -0.299 0.152 0.255 -0.2115
C -0.894562 -2.511583 3.119797 0.303 -0.134 0.225 -0.2059
C 0.311350 -3.211936 2.473514 -0.412 0.658 0.023 -0.1966
C 0.748009 -2.531064 1.164273 -0.118 -0.564 0.080 -0.1763
C 1.339461 -3.434512 0.054349 0.006 0.113 0.431 -0.1894
C 1.968665 -4.762021 0.472070 0.115 0.081 -0.280 -0.1913
C 3.229123 -4.607379 1.324483 0.039 -0.262 -0.053 -0.1302
N 3.063168 -4.861828 2.746888 0.011 0.381 0.703 -0.1270
C 3.675153 -4.125947 3.728625 -0.443 -0.648 1.085 -0.1044
C 3.297856 -4.646478 4.969554 0.200 0.239 -0.996 -0.1048
C 2.425128 -5.733156 4.720495 0.211 0.325 -0.928 -0.1007
C 2.302531 -5.830036 3.340421 0.134 -0.094 0.417 -0.1175
C -2.256228 4.040016 -1.488569 0.521 -0.229 0.494 -0.2256
O -3.339895 3.299481 -2.104111 -0.321 0.263 -0.050 -0.1627
C -2.868086 2.695874 -3.245975 -0.472 -0.236 -0.129 -0.3497
O -3.957148 2.240294 -4.038356 0.014 0.035 0.473 -0.0935
C -3.518217 1.177322 -4.847260 -0.078 0.075 -0.411 -0.2188
C -2.329160 1.532419 -5.732626 0.634 -0.219 0.064 -0.2428
O -1.071702 1.185071 -5.152480 -0.242 0.072 -0.304 -0.0983
H 2.153717 4.100915 -3.329999 -0.157 -0.113 -0.002 0.0469
H 2.969960 5.649546 -3.497018 0.140 0.054 -0.046 0.0710
H 3.429232 4.530925 -2.192898 0.120 0.022 0.091 0.0742
H 2.079435 6.433177 -1.387461 0.090 0.057 0.042 0.1171
H -0.071383 6.571323 -2.173258 -0.173 -0.029 0.098 0.0702
H 0.379558 5.280914 -0.158522 0.131 -0.001 0.319 0.0475
H 1.762081 4.163873 -0.262400 0.087 0.028 0.186 0.0499
H 0.026269 3.099452 -3.235860 -0.003 -0.075 -0.107 -0.0095
H 0.914120 1.162228 -0.908241 0.152 0.091 -0.055 0.0373
H -0.697846 0.691545 -1.345058 -0.035 -0.054 -0.163 0.0411
H 0.014947 0.574064 1.162251 0.004 -0.025 0.163 0.0685
H -0.283697 2.297256 1.206551 0.151 0.065 0.063 0.0917
H -2.511857 1.045991 -0.133536 -0.066 0.024 -0.105 0.1003
H -2.542724 1.954675 1.340552 -0.061 0.065 0.136 0.1048
H -1.968649 -1.021772 1.076815 0.156 -0.122 0.008 0.0895
H -3.450985 -0.288986 1.612621 -0.074 -0.126 -0.052 0.1027
H -1.670165 0.883164 3.366245 0.018 0.122 0.043 0.1079
H -2.731206 -0.449377 3.727376 -0.037 -0.109 0.134 0.1010
H 0.177432 -0.614985 2.877184 0.098 -0.098 -0.159 0.0866
H -0.470325 -0.901027 4.464954 0.178 0.029 0.077 0.1042
H -1.796267 -2.683060 2.532677 -0.022 0.090 -0.239 0.1050
H -1.072070 -3.005864 4.076798 -0.139 -0.110 0.043 0.1032
H 0.028721 -4.249016 2.319214 0.149 -0.220 -0.033 0.0987
H 1.117206 -3.160191 3.203213 0.207 -0.341 0.009 0.0994
H -0.135184 -2.054235 0.748286 0.026 0.266 -0.160 0.0930
H 1.453797 -1.740171 1.399242 0.056 0.170 -0.003 0.1054
H 0.566686 -3.635985 -0.683476 -0.074 -0.078 -0.111 0.1069
H 2.118326 -2.864663 -0.450911 -0.025 0.079 -0.254 0.1064
H 1.239486 -5.418055 0.937105 -0.049 -0.041 0.204 0.0881
H 2.264297 -5.273084 -0.444410 0.011 -0.060 -0.090 0.1060
H 3.602063 -3.592577 1.213499 0.057 0.144 0.120 0.1220
H 4.018657 -5.261675 0.954350 0.019 -0.132 -0.044 0.1189
H 4.331721 -3.302698 3.520307 0.023 0.096 -0.241 0.1086
H 3.621646 -4.287189 5.929605 0.031 0.095 0.053 0.0814
H 1.942689 -6.353806 5.451005 -0.094 -0.124 0.036 0.0819
H 1.742268 -6.524709 2.743526 -0.090 -0.073 -0.028 0.1080
H -2.279369 5.083493 -1.829317 -0.134 0.081 -0.199 0.0509
H -2.504059 4.075220 -0.422963 -0.108 0.040 0.073 0.0510
H -2.291367 3.402388 -3.844424 0.282 0.133 -0.034 0.1075
H -2.254860 1.824372 -2.984577 0.248 -0.020 -0.013 0.1023
H -3.245235 0.305916 -4.243929 0.081 -0.074 0.098 0.1270
H -4.356495 0.895355 -5.483494 -0.178 0.071 0.008 0.1152
H -2.335738 2.595478 -5.973698 -0.230 0.129 -0.062 0.1220
H -2.390411 0.987610 -6.674446 -0.074 -0.141 -0.063 0.1068
H -0.723406 1.954714 -4.679130 0.162 -0.020 0.315 0.0122
```
Forces are in eV/Å.

Output
net charge	-1
Kohn-Sham gap	7.33	eV
calculated total energy	-1501.495998	Eh

Entry from the OMol25 dataset: 8 unconnected molecules or ions with the total composition C23H45F2N5O15S (ωB97M-V/def2-TZVPD).

```
91
Properties=species:S:1:pos:R:3:forces:R:3:lowdin_charge:R:1
C -3.581240 29.851026 5.630984 -0.460 2.131 -1.413 -0.0257
C -3.092184 28.590319 6.173595 -0.371 0.287 0.223 -0.5846
O -3.741259 27.583386 5.960094 0.807 -0.990 0.627 0.0502
N -1.986095 28.753166 6.946623 0.777 -1.513 -0.012 0.0121
C -1.288952 27.644851 7.599036 -0.224 0.264 0.839 -0.0618
H -4.093728 30.480094 6.358812 -0.035 -0.228 0.221 0.0926
H -4.261589 29.690455 4.794656 -0.052 -0.228 0.221 0.0903
H -2.782174 30.472008 5.226032 0.223 0.057 0.077 0.0815
H -1.462095 29.616389 6.927532 -0.501 -0.055 -0.199 0.1358
H -1.660585 26.656915 7.327047 -0.110 0.318 -0.416 0.0695
H -1.457619 27.750686 8.670693 0.054 -0.186 0.186 0.0781
H -0.208165 27.688295 7.464473 -0.087 0.033 -0.356 0.0822
C -3.228552 18.793924 2.439603 0.158 0.154 0.526 -0.0049
C -3.168732 20.224528 1.859258 1.558 -1.606 -0.871 -0.5149
O -2.217258 20.589218 1.167278 -1.658 0.099 1.372 0.0651
N -4.260415 20.955312 2.180750 -1.133 -0.068 0.492 0.0046
C -4.368213 22.370731 1.989466 1.172 0.570 -0.832 -0.0541
H -4.237923 18.382501 2.437620 -0.024 -0.091 -0.270 0.0675
H -2.938698 18.803609 3.490316 -0.086 0.453 0.228 0.0588
H -2.507308 18.089063 2.025974 -0.237 0.333 -0.657 0.0797
H -5.025187 20.501103 2.659201 0.474 -0.066 0.001 0.1264
H -5.300119 22.810056 2.345322 0.115 -0.311 0.121 0.0761
H -4.230005 22.608616 0.934761 -0.313 0.036 -0.211 0.0809
H -3.503825 22.838881 2.460389 -0.282 0.297 0.246 0.0598
C 1.349454 19.829989 2.751634 -0.180 1.077 -0.098 0.0106
C 1.274296 21.103988 1.885226 -2.123 -1.184 -2.693 -0.5225
O 0.753735 21.038963 0.752867 1.448 -0.528 1.802 0.0016
N 1.729120 22.314489 2.261278 1.262 -0.702 2.015 0.0042
C 2.251184 22.723363 3.597312 -0.685 0.499 -1.370 -0.0672
H 1.964627 19.136820 2.177898 0.345 0.058 0.399 0.0821
H 0.381543 19.337047 2.842456 -0.189 0.422 -0.254 0.0726
H 1.683120 20.055414 3.764526 0.420 -0.364 -0.108 0.0555
H 1.825448 22.922381 1.460479 -0.108 0.201 0.306 0.1349
H 3.338829 22.762716 3.657116 0.045 0.213 -0.231 0.0716
H 1.920485 22.145108 4.460063 -0.416 -0.260 -0.543 0.0645
H 1.777184 23.703269 3.654113 0.587 0.307 0.822 0.0670
C -1.962286 16.889536 9.448894 -0.744 -0.713 -1.784 -0.0049
C -1.778295 17.714787 10.647817 0.047 -2.414 0.905 -0.6208
O -1.470741 17.164950 11.690604 0.232 -0.368 0.955 0.0260
N -2.002912 19.002798 10.627900 -0.537 3.110 -0.375 0.0255
C -2.097595 19.855411 9.426818 -0.236 -1.387 -0.102 -0.0567
H -2.861533 16.274810 9.409097 -0.608 0.376 0.943 0.0925
H -1.253845 16.062339 9.404500 0.672 0.678 -0.320 0.0947
H -2.124629 17.490451 8.554110 0.831 -0.246 -0.336 0.0657
H -1.998673 19.387321 11.561837 0.139 0.292 -0.231 0.1453
H -2.071527 20.926340 9.628136 0.191 -0.302 0.231 0.0811
H -3.006656 19.607704 8.878771 -0.297 0.351 0.111 0.0798
H -1.303704 19.523165 8.757909 0.276 0.649 -0.032 0.0822
C -2.757503 24.265000 -1.189410 0.256 1.127 1.360 -0.0027
C -1.766910 23.795807 -0.103986 -0.703 -3.403 -4.410 -0.5803
O -1.206990 22.711794 -0.300933 -0.384 1.754 1.017 0.0386
N -1.575499 24.608191 0.891707 -0.259 2.362 2.493 0.0038
C -0.989763 24.172504 2.122270 0.589 -0.619 -0.172 -0.0676
H -3.608756 23.600737 -1.338529 0.585 -0.413 -0.271 0.0739
H -2.155341 24.507309 -2.065073 -0.455 -0.275 -0.212 0.0804
H -3.208889 25.174398 -0.792739 -0.138 0.443 -0.418 0.0550
H -2.068267 25.482590 1.004514 -0.188 -0.366 -0.755 0.1349
H -1.428914 24.757883 2.930097 0.311 -0.146 0.127 0.0901
H 0.092276 24.269556 2.033604 0.016 0.070 0.590 0.0712
H -1.214351 23.110208 2.218138 0.169 -0.020 0.292 0.0664
C -9.415112 22.964037 4.321750 -0.116 0.138 -0.373 -0.0316
C -8.021647 22.904648 3.648014 -0.425 -1.001 0.906 -0.3155
O -7.155173 23.130111 4.740525 -0.265 -0.882 -1.585 0.1314
C -7.822903 23.732443 5.706309 1.007 0.285 2.710 -0.5519
O -7.199771 24.124506 6.663327 -1.532 0.235 -0.470 0.1480
O -9.161212 23.710431 5.517014 0.716 -0.176 0.101 0.0926
F -7.740482 23.848887 2.764834 -0.264 1.035 -1.236 0.1061
H -9.747384 21.939130 4.486853 0.264 -0.091 0.715 0.1354
H -10.282002 23.424409 3.847771 0.602 0.352 -0.584 0.1442
H -7.807860 21.922931 3.225359 0.046 0.088 -0.089 0.1654
C -6.439637 23.903927 10.038815 1.283 -0.161 0.483 -0.0309
C -7.546777 23.471638 10.961203 0.579 -1.054 0.060 -0.3366
O -7.638321 22.090487 10.713898 -0.304 -1.658 0.368 0.1426
C -6.600324 21.607639 10.021374 2.622 -2.528 -1.312 -0.4911
O -6.247018 20.437608 9.788874 -2.042 3.910 1.083 0.1142
O -5.822962 22.653348 9.598206 -1.138 0.596 -0.007 0.0399
F -8.727003 23.985232 10.638813 -0.976 0.827 -0.188 0.1040
H -5.654061 24.390253 10.617135 -0.111 0.345 -0.238 0.1351
H -6.837166 24.554379 9.259725 0.259 -0.422 -0.394 0.1300
H -7.359163 23.608021 12.026248 -0.114 0.173 0.010 0.1722
C -3.772611 23.735687 5.905103 -1.116 -0.453 0.704 -0.1595
C -2.990484 23.309904 7.186973 -0.201 1.270 -0.617 -0.1348
O -1.795318 22.710549 6.666979 0.637 -1.219 0.148 -0.2083
S -2.036098 21.997512 5.236340 -1.209 -0.174 -0.810 0.7275
O -2.844784 20.776333 5.340242 1.533 2.383 0.156 -0.2502
O -0.805327 21.947959 4.451607 -2.486 0.630 1.866 -0.2266
O -3.053136 23.261247 4.785233 1.792 -1.568 -0.601 -0.2265
H -3.914214 24.812576 5.813650 0.404 0.005 -0.025 0.1221
H -4.767976 23.291503 5.897359 0.033 -0.087 0.054 0.1057
H -3.545410 22.727881 7.922768 0.074 -0.673 -0.548 0.1152
H -2.714803 24.219266 7.720982 0.512 -0.096 -0.088 0.1177
```
Forces are in eV/Å.

Output
SMILES string	O=C1OC[C@@H](F)O1.O=C1OC[C@@H](F)O1.O=S1(=O)OCCO1.CNC(C)=O.CNC(C)=O.CNC(C)=O.CNC(C)=O.CNC(C)=O
Kohn-Sham gap	8.07	eV
calculated total energy	-2903.646176	Eh